# C4H9N3S

An isolated ion of composition C4H9N3S and charge +2 in a non-equilibrium geometry (ωB97M-V/def2-TZVPD, the OMol25 dataset).

```
17
Properties=species:S:1:pos:R:3:mulliken_charge:R:1
C -0.32764 -0.82054 0.12026 0.748
C -1.45198 -1.78229 0.01269 -1.166
C -2.09644 0.96984 -0.01539 -0.757
C 3.22536 0.77714 -0.11468 -0.521
N 0.02502 1.49411 0.25510 -0.734
N -0.63599 0.51118 0.12313 0.874
N 1.99797 0.19292 0.09515 -0.028
S 1.40806 -1.20454 0.21564 0.378
H -2.10607 -1.81709 0.98529 0.380
H -2.15992 -1.56606 -0.89346 0.357
H -1.02168 -2.69741 -0.19956 0.435
H -2.72412 0.55191 0.90551 0.350
H -2.23813 2.06229 0.19585 0.355
H -2.39664 0.49700 -1.00127 0.366
H 3.07026 1.90638 -0.24461 0.271
H 3.96372 0.54386 0.64699 0.321
H 3.46823 0.38129 -1.08665 0.371
```

HOMO (alpha / beta): -19.01 / -19.13 eV
Net charge: +2

---

# C35H57Br3ClF11KLiMgN2O15P2S3

C35H57Br3ClF11KLiMgN2O15P2S3 as an isolated structure in a non-equilibrium geometry (ωB97M-V/def2-TZVPD, the OMol25 dataset).

```
132
Properties=species:S:1:pos:R:3:mulliken_charge:R:1
C -8.50986 -4.42011 -0.18706 -0.795
C -8.95646 -3.11021 -1.09121 -0.211
O -8.90813 -3.34169 -2.54596 -0.362
C -7.52221 -3.48811 -3.03544 -0.206
C -6.65108 -2.09881 -3.03535 -0.284
O -5.26010 -2.43634 -3.46146 -0.226
C -4.43508 -2.83063 -2.30781 -0.233
C -2.92107 -2.16302 -2.49512 -0.395
O -2.20666 -2.35235 -1.21670 0.365
C -1.71611 -3.73386 -1.07690 -1.263
C -0.40860 -3.85232 -0.02463 0.689
O 0.27712 -2.57156 -0.23719 0.269
C 1.51141 -2.40223 0.50337 0.020
C 1.38222 -1.03482 1.46035 -0.629
O 2.67240 -0.38295 1.72214 -0.311
C 2.99626 -0.30993 3.15299 -0.028
C 1.94134 0.60952 4.04375 -0.413
C 2.26710 2.23121 3.81387 -0.759
C 3.36519 2.83369 4.87235 0.837
F 3.15009 2.45198 6.28717 -0.337
F 4.76991 2.44547 4.47820 -0.283
F 3.20464 4.33494 4.82395 -0.242
P 3.35227 -2.03692 3.95051 0.459
C 5.18082 -1.94291 4.61672 -0.946
C 2.30842 -2.32461 5.52293 -1.011
P 0.23633 0.30767 0.70036 0.979
S 1.20450 1.99668 0.31394 -0.421
C 2.78292 -2.26927 -0.57562 1.328
F 2.75756 -3.37122 -1.60925 -0.442
F 4.11643 -2.44399 0.11364 -0.341
C 2.72998 -0.86711 -1.45383 -0.030
F 3.80922 -1.02006 -2.50064 -0.557
F 1.46973 -0.66540 -2.20429 0.045
C 0.38346 -5.17870 -0.57317 -0.624
C -0.59115 -6.52349 -0.73230 -1.155
F 1.61606 -5.54644 0.14291 -0.620
C -1.12157 -4.02596 1.44862 -0.620
Br -1.90444 -2.27023 2.13655 -0.031
C -0.25772 -4.80622 2.58384 0.064
C -0.56650 -4.14545 4.08972 -1.233
Br -0.76568 -6.77093 2.79877 -0.104
H -7.38030 -4.73962 -0.37957 0.204
H -9.27123 -5.28153 -0.41524 0.242
H -8.62566 -4.10291 0.95125 0.311
H -10.09971 -2.90052 -0.82139 0.285
H -8.35581 -2.15459 -0.74445 0.206
H -6.90350 -4.31568 -2.46611 0.116
H -7.59258 -3.84605 -4.15877 0.224
H -7.07702 -1.40740 -3.90601 0.199
H -6.68081 -1.50934 -2.02406 0.278
H -4.84345 -2.41948 -1.27154 0.240
H -4.29030 -4.01285 -2.24772 -0.011
H -2.98284 -1.00756 -2.74288 0.169
H -2.38983 -2.66867 -3.41505 0.126
H -2.53811 -4.53616 -0.86675 0.087
H -1.24586 -4.01986 -2.13687 0.341
H 1.81828 -3.25402 1.23761 -0.288
H 0.89215 -1.43745 2.47149 0.038
H 4.03735 0.27151 3.22255 0.315
H 2.01739 0.43043 5.20004 0.523
H 0.81893 0.47048 3.74180 0.122
H 1.27519 2.85396 3.81461 0.315
H 2.75125 2.32424 2.73663 0.228
H 5.88094 -1.30997 3.91556 0.309
H 5.61307 -3.01117 4.84068 0.329
H 5.09380 -1.31917 5.63008 0.210
H 2.93068 -2.18604 6.50422 0.366
H 1.98621 -3.47400 5.50278 0.225
H 1.29543 -1.71952 5.49930 0.333
H -0.38574 -0.06762 -0.54274 -0.686
H -0.77152 0.66474 1.68215 0.217
H 3.05777 0.08098 -0.82325 0.124
H 0.71094 -4.92277 -1.69288 1.062
H 0.03924 -7.50226 -0.60781 0.166
H -1.02939 -6.48272 -1.84130 0.344
H -1.54381 -6.47447 -0.02464 0.256
H -2.09097 -4.69747 1.25482 0.659
H 0.90185 -4.78624 2.47219 0.311
H -0.03526 -4.89418 4.85293 0.442
H -0.04465 -3.10988 4.24913 0.157
H -1.70669 -4.17095 4.36952 0.327
C 1.77203 1.66792 -5.12498 -0.160
C 1.21899 2.36645 -6.19938 -0.712
C 0.79558 3.68639 -6.03242 -0.306
C 0.93555 4.30134 -4.78062 -0.038
C 1.48331 3.59991 -3.69830 -0.379
C 1.90057 2.27940 -3.87671 0.042
N 0.51581 5.69690 -4.60536 1.210
O 0.01845 6.27736 -5.58178 -0.514
O 0.68651 6.21589 -3.49291 -0.458
H 2.10592 0.64075 -5.26149 0.233
H 1.12074 1.88257 -7.16879 0.438
H 0.36672 4.21716 -6.87960 0.471
H 1.59322 4.06332 -2.72008 0.508
H 2.32985 1.72742 -3.04348 0.066
Mg 1.66140 -6.71588 -1.29813 0.597
C -1.09004 6.88179 8.11595 -0.581
O -0.39525 5.64969 8.29842 -0.288
C 0.95661 5.76668 8.30454 0.723
O 1.58734 6.80365 8.17103 -0.558
O 1.48525 4.52997 8.48496 -0.332
C 2.91087 4.49952 8.51268 -0.371
H -2.16272 6.66985 8.12765 0.243
H -0.86729 7.57540 8.93316 0.266
H -0.83772 7.32758 7.14839 0.271
H 3.29368 5.09781 9.34586 0.416
H 3.32320 4.85015 7.56104 0.002
H 3.22395 3.46244 8.66187 0.212
N 3.94834 8.41711 -4.04812 -0.323
S 4.71057 7.36660 -3.16385 1.077
O 6.14125 7.56849 -2.96201 -0.607
O 4.26229 5.98011 -3.22057 -0.512
F 4.15669 7.78543 -1.71913 -0.283
S 4.35614 8.30058 -5.56201 1.110
O 3.94178 9.44447 -6.37385 -0.642
O 4.19560 7.01100 -6.22290 -0.555
F 5.94010 8.48993 -5.55132 -0.256
C -1.58688 -1.25761 -7.97860 -1.270
C -1.64588 -1.36310 -6.47817 0.607
O -2.37648 -2.18264 -5.92381 -0.538
C -0.77626 -0.42702 -5.68214 -0.042
H -2.26633 -1.99385 -8.42107 0.353
H -1.90014 -0.25903 -8.29350 0.331
H -0.57168 -1.46539 -8.32604 0.312
H -1.05341 0.60856 -5.89466 0.339
H 0.27502 -0.59779 -5.92729 0.090
H -0.92229 -0.61676 -4.61341 -0.265
Cl -1.63330 7.30963 -6.11750 0.118
K 3.29791 -2.12783 -4.12921 1.000
F -3.75041 5.74855 7.48284 -0.774
Li 4.97079 3.09778 7.06737 0.978
Br -1.66439 0.31379 -2.07560 -0.620
```

HOMO: -6.53 eV